Computed, not measured: a 9-piece molecular cluster, C42H102F4N15O17P5 overall, with ωB97M-V/def2-TZVPD.

Summary:
multiplicity = 2
charge = +1
HOMO (spin up / spin down) = -9.55 / -9.55 eV
E = -5867.86921 a.u.
expectation value of S² = 0.757
strongest force on any atom = 6.13 eV Å⁻¹

```
185
C42H102F4N15O17P5 (ωB97M-V/def2-TZVPD)
C 4.492 1.012 0.385
C 5.131 1.300 1.711
O 5.056 2.688 1.871
C 4.794 3.240 0.676
O 4.756 4.446 0.504
O 4.599 2.263 -0.237
F 6.463 0.884 1.622
H 3.496 0.604 0.563
H 5.004 0.336 -0.299
H 4.776 0.814 2.620
C -4.614 -1.118 -2.774
C -5.547 -0.892 -1.611
O -5.381 0.414 -1.238
C -4.930 1.120 -2.279
O -5.073 2.374 -2.314
O -4.602 0.282 -3.220
F -5.156 -1.608 -0.558
H -5.044 -1.791 -3.516
H -3.583 -1.350 -2.508
H -6.556 -1.093 -1.972
C 2.352 4.068 -3.717
C 2.888 2.645 -4.050
O 3.931 2.913 -4.937
C 4.244 4.235 -5.001
O 5.166 4.602 -5.777
O 3.275 4.968 -4.363
F 1.905 1.900 -4.738
H 2.333 4.131 -2.629
H 1.310 4.105 -4.035
H 3.201 2.139 -3.137
C -1.644 5.676 1.989
C -1.690 4.708 3.147
O -0.494 5.110 3.698
C 0.136 6.177 3.096
O 1.309 6.451 3.428
O -0.501 6.475 1.958
F -1.766 3.417 2.796
H -2.458 6.401 1.983
H -1.575 5.008 1.130
H -2.441 4.738 3.936
O 2.880 -6.930 -3.261
P 2.269 -5.795 -2.556
N 2.222 -4.239 -3.387
C 1.412 -3.949 -4.509
C 3.497 -3.532 -3.478
N 3.190 -5.412 -1.079
C 4.212 -6.407 -0.647
C 3.081 -4.207 -0.240
N 0.738 -6.093 -1.958
C 0.254 -7.419 -1.818
C -0.092 -5.164 -1.205
H 2.035 -3.910 -5.403
H 0.989 -2.958 -4.341
H 0.574 -4.644 -4.557
H 3.551 -2.685 -2.795
H 3.779 -3.288 -4.503
H 4.404 -4.114 -3.314
H 5.205 -6.087 -0.962
H 4.250 -6.503 0.438
H 4.130 -7.345 -1.195
H 3.045 -4.639 0.760
H 4.032 -3.682 -0.150
H 2.176 -3.622 -0.408
H -0.769 -7.563 -2.163
H 0.788 -8.063 -2.518
H 0.478 -7.778 -0.814
H 0.363 -5.181 -0.215
H -1.128 -5.454 -1.033
H 0.024 -4.197 -1.693
O -2.493 5.179 -7.099
P -2.703 6.099 -5.933
N -3.531 5.390 -4.725
C -3.551 5.952 -3.414
C -4.678 4.661 -5.034
N -3.677 7.417 -6.318
C -4.246 8.372 -5.313
C -3.794 7.796 -7.604
N -1.292 6.698 -5.205
C -0.311 5.781 -4.600
C -0.584 7.876 -5.618
H -4.086 5.290 -2.733
H -4.135 6.860 -3.559
H -2.569 6.195 -3.009
H -4.712 3.599 -4.795
H -4.925 4.797 -6.087
H -5.593 5.060 -4.597
H -4.329 9.381 -5.716
H -5.261 8.168 -4.970
H -3.634 8.497 -4.420
H -4.817 7.728 -7.972
H -3.443 8.818 -7.746
H -3.224 7.214 -8.328
H -0.635 4.765 -4.376
H 0.554 5.558 -5.225
H 0.033 6.179 -3.646
H 0.055 7.463 -6.398
H -0.103 8.355 -4.765
H -1.267 8.624 -6.022
O 1.586 2.048 -1.310
P 0.328 1.581 -0.694
N -1.104 2.428 -0.962
C -2.300 2.212 -0.187
C -1.281 3.254 -2.155
N 0.459 1.682 0.931
C -0.092 0.664 1.842
C 0.871 2.903 1.534
N -0.085 -0.054 -1.131
C 1.051 -1.009 -0.874
C -0.828 -0.406 -2.375
H -2.862 3.131 -0.023
H -2.138 1.551 0.664
H -3.144 1.656 -0.598
H -0.365 3.837 -2.256
H -2.168 3.887 -2.176
H -1.299 2.649 -3.061
H -0.665 -0.140 1.379
H 0.672 0.251 2.500
H -0.665 1.147 2.633
H 0.835 2.813 2.620
H 1.893 3.158 1.253
H 0.143 3.681 1.304
H 1.465 -0.721 0.092
H 0.715 -2.042 -0.957
H 1.791 -0.893 -1.667
H -1.442 -1.272 -2.126
H -0.272 -0.699 -3.266
H -1.503 0.367 -2.740
O 1.525 -1.265 3.959
P 2.295 -1.598 5.219
N 3.523 -2.727 4.944
C 4.729 -2.490 4.241
C 3.347 -4.149 5.068
N 1.427 -2.160 6.620
C 1.980 -3.066 7.633
C 0.130 -1.645 6.981
N 3.008 -0.298 5.906
C 3.783 -0.256 7.097
C 3.104 1.028 5.248
H 5.098 -1.478 4.408
H 4.657 -2.823 3.205
H 5.369 -3.141 4.837
H 2.273 -4.319 5.006
H 3.782 -4.521 5.996
H 3.733 -4.713 4.219
H 1.537 -2.997 8.626
H 1.626 -4.072 7.406
H 3.062 -3.107 7.757
H -0.440 -2.131 7.773
H 0.236 -0.560 6.971
H -0.610 -1.616 6.182
H 4.652 0.382 6.936
H 3.159 0.010 7.951
H 3.995 -1.234 7.528
H 2.145 1.422 5.584
H 2.978 0.955 4.168
H 3.992 1.584 5.551
O -3.025 -5.669 0.840
P -2.419 -4.924 1.980
N -1.193 -5.723 2.768
C -1.149 -7.151 2.381
C -0.711 -5.275 4.020
N -3.647 -4.833 3.280
C -4.872 -5.570 3.331
C -3.440 -4.036 4.536
N -1.883 -3.313 1.710
C -0.456 -3.001 1.599
C -2.756 -2.187 1.429
H -0.329 -7.682 2.863
H -1.274 -7.262 1.304
H -1.991 -7.627 2.884
H -1.382 -5.518 4.844
H -0.393 -4.233 4.019
H 0.200 -5.847 4.195
H -5.605 -5.105 3.990
H -5.161 -5.521 2.281
H -4.800 -6.657 3.350
H -4.339 -3.528 4.887
H -3.093 -4.439 5.487
H -2.659 -3.394 4.130
H 0.050 -3.965 1.547
H -0.302 -2.417 0.692
H -0.133 -2.400 2.449
H -3.254 -1.741 2.290
H -3.543 -2.840 1.053
H -2.336 -1.522 0.675
```